# 1
# C3H6N2O

A molecular structure, C3H6N2O in a non-equilibrium geometry (the ωB97M-V functional and the def2-TZVPD basis, the OMol25 dataset).

Results
Frontier orbital gap = 9.14 eV
Max |F| = 2.3 eV/Å
HOMO energy = -8.0 eV
Energy above the lowest of the compared OMol25 structures with the same formula, charge and spin = 402.8 kJ/mol

ORCA input file:
```
! wB97M-V def2-TZVPD RIJCOSX def2/J DEFGRID3
* xyz 0 1
O 0.994 -0.677 -1.080
N -0.390 0.073 1.983
N 0.049 -0.985 1.071
C 0.033 -0.384 -0.158
C 0.329 0.344 -1.896
C -0.653 0.565 -0.800
H -0.045 -0.097 -2.813
H -1.524 1.182 -0.651
H 0.961 -1.377 1.283
H -0.940 -0.492 2.582
H 1.036 1.140 -2.104
H 0.151 0.710 2.583
*
```

# 2
# C3H6N2O

2 unconnected molecules or ions with the total composition C3H6N2O in a non-equilibrium geometry (the ωB97M-V functional and the def2-TZVPD basis, the OMol25 dataset).

Results
Structure (SMILES) = c1c[nH]cn1.O
Frontier orbital gap = 9.91 eV
Max |F| = 2.1 eV/Å
HOMO energy = -9.2 eV
Energy above the lowest of the compared OMol25 structures with the same formula, charge and spin = 119.2 kJ/mol

ORCA input file:
```
! wB97M-V def2-TZVPD RIJCOSX def2/J DEFGRID3
* xyz 0 1
O 0.542 1.695 -1.971
N -0.156 -1.459 0.524
N 0.545 0.585 0.973
C 0.921 -0.653 0.795
C -0.831 0.596 0.848
C -1.258 -0.686 0.508
H 0.048 -2.319 0.046
H -2.139 -0.928 -0.055
H -1.397 1.494 0.677
H 1.501 1.756 -2.015
H 1.879 -1.116 0.972
H 0.345 1.036 -1.301
*
```

# 3
# C3H6N2O

C3H6N2O in the gas phase in a non-equilibrium geometry (the ωB97M-V functional and the def2-TZVPD basis, the OMol25 dataset).

Results
Frontier orbital gap (alpha / beta) = 8.96 / 8.06 eV
Max |F| = 1.8 eV/Å
HOMO energy (alpha / beta) = -9.6 / -8.5 eV
Energy above the lowest of the compared OMol25 structures with the same formula, charge and spin = 574.5 kJ/mol

ORCA input file:
```
! wB97M-V def2-TZVPD RIJCOSX def2/J DEFGRID3
* xyz 0 1
O 0.420 2.025 1.319
N 0.795 -0.895 -1.373
N 0.708 0.686 1.191
C -0.102 0.098 0.366
C 0.267 -1.264 -0.103
C -1.096 0.656 -0.440
H 0.989 -1.719 0.594
H 1.104 2.329 1.928
H -1.702 0.024 -1.074
H -0.627 -1.913 -0.134
H 0.674 -1.706 -1.999
H -1.431 1.680 -0.276
*
```

# 4
# C3H6N2O

A molecular structure, C3H6N2O in a non-equilibrium geometry (the ωB97M-V functional and the def2-TZVPD basis, the OMol25 dataset).

Results
Frontier orbital gap = 9.10 eV
Max |F| = 1.3 eV/Å
HOMO energy = -8.1 eV
Energy above the lowest of the compared OMol25 structures with the same formula, charge and spin = 443.9 kJ/mol

ORCA input file:
```
! wB97M-V def2-TZVPD RIJCOSX def2/J DEFGRID3
* xyz 0 1
O -1.124 1.850 -1.118
N -1.127 0.423 -1.068
N 1.140 -0.638 1.314
C 0.730 0.591 0.666
C -0.236 0.032 -0.053
C 0.124 -1.334 0.455
H 2.090 -0.915 1.074
H 1.064 1.604 0.849
H -0.496 0.164 -1.828
H -0.644 -1.830 1.054
H 0.538 -2.044 -0.273
H -2.058 2.096 -1.073
*
```

# 5
# C3H6N2O

C3H6N2O in the gas phase in a non-equilibrium geometry (the ωB97M-V functional and the def2-TZVPD basis, the OMol25 dataset).

Results
Frontier orbital gap (alpha / beta) = 8.88 / 8.88 eV
Max |F| = 1.3 eV/Å
HOMO energy (alpha / beta) = -9.7 / -9.7 eV
Energy above the lowest of the compared OMol25 structures with the same formula, charge and spin = 403.5 kJ/mol

ORCA input file:
```
! wB97M-V def2-TZVPD RIJCOSX def2/J DEFGRID3
* xyz 0 1
O 2.696 -0.065 -0.687
N 0.677 0.971 -0.021
N 1.415 -1.351 -0.075
C 1.505 -0.071 -0.259
C -0.982 -0.747 0.472
C -0.751 0.662 -0.071
H -0.626 -0.856 1.520
H -2.041 -1.020 0.388
H -0.476 -1.482 -0.237
H 0.993 1.849 -0.417
H -1.306 1.415 0.494
H -1.104 0.695 -1.108
*
```

# 6
# C3H6N2O

C3H6N2O in the gas phase in a non-equilibrium geometry (the ωB97M-V functional and the def2-TZVPD basis, the OMol25 dataset).

Results
Structure (SMILES) = C=CC(=O)NN
Frontier orbital gap = 9.89 eV
Max |F| = 7.1 eV/Å
HOMO energy = -9.8 eV
Energy above the lowest of the compared OMol25 structures with the same formula, charge and spin = 480.1 kJ/mol

ORCA input file:
```
! wB97M-V def2-TZVPD RIJCOSX def2/J DEFGRID3
* xyz 0 1
O -0.437 2.337 -0.035
N -1.311 0.176 -0.564
N -1.631 -0.872 0.331
C 1.706 -0.644 -0.214
C 1.340 0.648 0.081
C -0.214 1.113 -0.104
H -1.605 -1.758 -0.320
H 2.578 -1.225 -0.269
H 1.685 1.458 0.880
H 0.711 -1.156 -0.689
H -0.754 -1.017 1.018
H -2.067 0.942 -0.115
*
```

# 7
# C3H6N2O

C3H6N2O in the gas phase in a non-equilibrium geometry (the ωB97M-V functional and the def2-TZVPD basis, the OMol25 dataset).

Results
Frontier orbital gap = 8.68 eV
Max |F| = 2.8 eV/Å
HOMO energy = -7.8 eV
Energy above the lowest of the compared OMol25 structures with the same formula, charge and spin = 503.6 kJ/mol

ORCA input file:
```
! wB97M-V def2-TZVPD RIJCOSX def2/J DEFGRID3
* xyz 0 1
O 1.607 -0.991 0.412
N -0.195 0.020 -0.239
N -0.493 -1.380 -0.576
C 0.288 -1.573 0.431
C 1.247 0.240 -0.199
C -1.255 0.973 -0.086
H 1.510 1.092 0.437
H -1.370 1.556 -1.004
H -2.189 0.446 0.103
H 1.677 0.333 -1.203
H -1.040 1.644 0.751
H 0.212 -2.361 1.172
*
```

# 8
# C3H6N2O

C3H6N2O in the gas phase in a non-equilibrium geometry (the ωB97M-V functional and the def2-TZVPD basis, the OMol25 dataset).

Results
Structure (SMILES) = N#C[C@H](O)CN
Frontier orbital gap = 10.83 eV
Max |F| = 1.4 eV/Å
HOMO energy = -10.3 eV
Energy above the lowest of the compared OMol25 structures with the same formula, charge and spin = 176.5 kJ/mol

ORCA input file:
```
! wB97M-V def2-TZVPD RIJCOSX def2/J DEFGRID3
* xyz 0 1
O 0.735 0.383 1.393
N 0.907 -1.206 -0.805
N -1.181 2.845 0.097
C -0.899 1.767 0.413
C -0.239 -0.304 -0.782
C -0.472 0.364 0.646
H 1.706 -0.772 -0.348
H -0.076 0.504 -1.521
H -1.157 -0.850 -1.066
H 0.712 -2.119 -0.411
H -1.282 -0.166 1.193
H 1.191 -0.417 1.099
*
```

# 9
# C3H6N2O

2 unconnected molecules or ions with the total composition C3H6N2O (the ωB97M-V functional and the def2-TZVPD basis, the OMol25 dataset).

Results
Frontier orbital gap = 10.09 eV
Max |F| = 1.0 eV/Å
HOMO energy = -9.5 eV
Energy above the lowest of the compared OMol25 structures with the same formula, charge and spin = 341.2 kJ/mol

ORCA input file:
```
! wB97M-V def2-TZVPD RIJCOSX def2/J DEFGRID3
* xyz 0 1
O 0.423 -0.846 1.366
N 1.704 1.017 -1.433
N -2.438 1.035 1.168
C 0.551 0.488 -1.130
C -0.919 -1.129 1.120
C -1.778 0.086 1.171
H -0.249 1.125 -1.553
H -1.280 -1.843 1.867
H 0.711 -0.466 0.498
H -1.066 -1.570 0.120
H 1.857 1.881 -1.943
H 2.554 0.565 -1.115
*
```

# 10
# C3H6N2O

C3H6N2O in the gas phase (the ωB97M-V functional and the def2-TZVPD basis, the OMol25 dataset).

Results
Structure (SMILES) = NC1=NCCO1
Frontier orbital gap = 9.88 eV
Max |F| = 0.4 eV/Å
HOMO energy = -8.9 eV
Energy above the lowest of the compared OMol25 structures with the same formula, charge and spin = 74.6 kJ/mol

ORCA input file:
```
! wB97M-V def2-TZVPD RIJCOSX def2/J DEFGRID3
* xyz 0 1
O 0.932 0.354 0.522
N -1.144 -0.257 -0.171
N -0.801 0.564 2.012
C -0.259 -0.403 -1.325
C -0.401 0.208 0.754
C 1.148 -0.357 -0.712
H 1.517 -1.360 -0.464
H -0.425 0.436 -2.016
H 1.901 0.177 -1.295
H -0.452 -1.330 -1.873
H -0.223 1.243 2.484
H -1.794 0.724 2.084
*
```